No. 1
{
  "formula": "C32H48O23",
  "method": "wB97M-V/def2-TZVPD",
  "e_above_lowest_ev": 0.8427,
  "lumo_ev": 0.210,
  "mol_weight_da": 800.7,
  "smiles": "C[C@H]1COC(=O)O1.C[C@H]1COC(=O)O1.C[C@H]1COC(=O)O1.C[C@H]1COC(=O)O1.C[C@H]1COC(=O)O1.C[C@H]1COC(=O)O1.C[C@H]1COC(=O)O1.O=C1CCCO1",
  "homo_energy_ev": -10.0,
  "total_energy_ha": -2978.71075,
  "symbols": ["C", "C", "C", "O", "C", "O", "O", "H", "H", "H", "H", "H", "H", "C", "C", "C", "O", "C", "O", "O", "H", "H", "H", "H", "H", "H", "C", "C", "C", "O", "C", "O", "O", "H", "H", "H", "H", "H", "H", "C", "C", "C", "O", "C", "O", "O", "H", "H", "H", "H", "H", "H", "C", "C", "C", "O", "C", "O", "O", "H", "H", "H", "H", "H", "H", "C", "C", "C", "O", "C", "O", "O", "H", "H", "H", "H", "H", "H", "C", "C", "C", "O", "C", "O", "O", "H", "H", "H", "H", "H", "H", "O", "C", "C", "C", "C", "O", "H", "H", "H", "H", "H", "H"],
  "coordinates": [[-5.65577, -3.24194, 3.31985], [-4.37473, -2.56462, 3.77122], [-3.08498, -3.10214, 3.16868], [-2.67684, -2.08652, 2.28582], [-3.26645, -0.93209, 2.61908], [-2.90919, 0.19491, 2.27028], [-4.25995, -1.22126, 3.51573], [-5.63514, -4.27684, 3.66140], [-5.74607, -3.11765, 2.24072], [-6.55368, -2.88905, 3.82713], [-4.29474, -2.77011, 4.83869], [-3.24305, -4.05534, 2.66418], [-2.33067, -3.28069, 3.93498], [2.70061, 3.96258, 0.81690], [3.52594, 3.47159, -0.42333], [4.99450, 3.39400, -0.17112], [5.33004, 2.13774, -0.68724], [4.22155, 1.39462, -0.88097], [4.22706, 0.25795, -1.29143], [3.12113, 2.14949, -0.59813], [2.82844, 3.25151, 1.63307], [1.62803, 3.93286, 0.62512], [2.93980, 4.96027, 1.18497], [3.31558, 4.09423, -1.29290], [5.25488, 3.45634, 0.88549], [5.40247, 4.20887, -0.76916], [3.67298, -2.33952, 3.02477], [4.17129, -0.97829, 3.54936], [4.33642, 0.09827, 2.49438], [3.35205, 1.01215, 2.75617], [2.61869, 0.60604, 3.81594], [1.60164, 1.10779, 4.27448], [3.22770, -0.45097, 4.37572], [2.96515, -2.22357, 2.20402], [3.11587, -2.88544, 3.78615], [4.48658, -2.90668, 2.57258], [5.12254, -1.11706, 4.06312], [4.24058, -0.39002, 1.52459], [5.36794, 0.39824, 2.67902], [-5.33608, -0.73121, -0.33895], [-5.54344, -2.11258, -1.00942], [-4.85292, -2.27407, -2.40894], [-4.13507, -3.40677, -2.20233], [-4.12288, -3.87698, -0.94253], [-3.50736, -4.83585, -0.58750], [-4.88895, -3.12296, -0.23946], [-5.64946, 0.08778, -0.98637], [-4.37109, -0.53208, 0.12713], [-6.07326, -0.75129, 0.46371], [-6.59057, -2.40777, -1.07645], [-4.14331, -1.46612, -2.58715], [-5.60845, -2.40999, -3.18276], [-1.91262, 2.89223, 0.48816], [-1.77874, 4.32346, 0.13908], [-0.96226, 4.55305, -1.16107], [-1.82217, 5.26877, -2.00768], [-3.01003, 5.32307, -1.50334], [-3.93487, 5.77075, -2.14252], [-3.07578, 4.70812, -0.37575], [-2.82020, 2.56926, 0.99814], [-1.14963, 2.56796, 1.19583], [-1.77148, 2.25952, -0.38811], [-1.41475, 4.98369, 0.92630], [-0.63331, 3.62125, -1.62112], [-0.08290, 5.17537, -0.99515], [0.83220, 0.00153, 0.79502], [0.28574, -0.45189, -0.58235], [-1.02024, -1.13376, -0.58338], [-1.68945, -0.56470, -1.63835], [-0.98025, 0.43183, -2.09042], [-1.36628, 1.21844, -2.92769], [0.12636, 0.63873, -1.34972], [1.68996, 0.64766, 0.60828], [1.33582, -0.84181, 1.26751], [0.09229, 0.47078, 1.44343], [1.05595, -1.06284, -1.05312], [-1.55413, -0.96421, 0.35166], [-0.94370, -2.20443, -0.77286], [2.96652, -3.11563, -0.89798], [1.99411, -4.20376, -0.42065], [2.58476, -5.21312, 0.58611], [1.78663, -4.86210, 1.72200], [0.72840, -4.11791, 1.35844], [-0.16276, -3.83851, 2.18913], [0.82230, -3.68798, 0.08691], [3.87266, -3.47235, -1.38762], [3.25626, -2.51773, -0.03389], [2.56308, -2.42695, -1.64031], [1.69791, -4.81213, -1.27521], [3.65788, -5.04792, 0.68220], [2.26314, -6.20978, 0.28391], [1.01618, 1.66425, -7.00246], [1.30148, 2.08925, -5.86748], [0.76316, 3.31809, -5.07518], [1.80067, 3.58502, -4.00696], [2.50480, 2.23759, -3.90360], [2.21142, 1.49464, -5.06106], [0.68229, 4.14613, -5.77940], [-0.20713, 3.11038, -4.62406], [2.51232, 4.33619, -4.34959], [1.29494, 3.87795, -3.08690], [3.57588, 2.37204, -3.75260], [2.10222, 1.67275, -3.06278]],
  "mulliken_charge": [-1.199, 0.501, -0.627, 0.286, 0.189, -0.508, -0.407, 0.405, 0.130, 0.381, 0.193, 0.332, 0.328, -1.032, 0.565, -0.636, -0.404, 0.244, -0.577, 0.293, 0.155, -0.081, 0.500, 0.284, 0.309, 0.373, -0.874, 0.011, 0.016, -0.086, 0.546, -0.582, -0.413, -0.277, 0.362, 0.439, 0.455, -0.103, 0.430, -1.190, 0.275, -0.236, -0.400, 0.702, -0.597, -0.248, 0.420, 0.050, 0.435, 0.313, 0.145, 0.329, -1.227, 0.737, 0.283, -0.434, 0.570, -0.616, -0.410, 0.507, 0.303, 0.060, 0.415, -0.419, 0.220, 0.100, 1.876, 0.460, -0.252, 0.024, -0.609, 0.211, -0.485, -0.354, 0.233, -1.210, -0.597, 0.396, -1.268, 0.472, -0.507, -0.369, 0.496, -0.523, -0.025, 0.525, 0.102, 0.301, 0.304, 0.316, 0.356, -0.631, 0.428, -0.418, -0.040, 0.802, -0.433, 0.407, 0.098, 0.426, -0.229, 0.279, -0.574]
}

---

No. 2
{
  "formula": "C32H48O24",
  "method": "wB97M-V/def2-TZVPD",
  "e_above_lowest_ev": 7.2826,
  "lumo_ev": 0.078,
  "mol_weight_da": 816.7,
  "smiles": "C[C@H]1COC(=O)O1.C[C@H]1COC(=O)O1.C[C@H]1COC(=O)O1.C[C@H]1COC(=O)O1.C[C@H]1COC(=O)O1.C[C@H]1COC(=O)O1.C[C@H]1COC(=O)O1.C[C@H]1COC(=O)O1",
  "homo_energy_ev": -10.3,
  "total_energy_ha": -3053.79679,
  "symbols": ["C", "C", "C", "O", "C", "O", "O", "H", "H", "H", "H", "H", "H", "C", "C", "C", "O", "C", "O", "O", "H", "H", "H", "H", "H", "H", "C", "C", "C", "O", "C", "O", "O", "H", "H", "H", "H", "H", "H", "C", "C", "C", "O", "C", "O", "O", "H", "H", "H", "H", "H", "H", "C", "C", "C", "O", "C", "O", "O", "H", "H", "H", "H", "H", "H", "C", "C", "C", "O", "C", "O", "O", "H", "H", "H", "H", "H", "H", "C", "C", "C", "O", "C", "O", "O", "H", "H", "H", "H", "H", "H", "C", "C", "C", "O", "C", "O", "O", "H", "H", "H", "H", "H", "H"],
  "coordinates": [[2.50781, -7.11910, 1.63260], [3.27901, -6.67903, 0.45033], [3.65539, -5.13621, 0.48371], [5.03523, -5.04578, 0.26890], [5.60406, -6.23192, 0.65715], [6.84827, -6.42589, 0.72360], [4.61692, -7.20661, 0.68322], [1.59119, -6.55259, 1.79688], [3.11730, -7.07906, 2.53539], [2.14540, -8.12821, 1.43651], [2.95182, -6.91237, -0.56289], [3.33341, -4.64321, 1.40098], [3.09975, -4.52055, -0.22363], [-0.45099, -5.32056, -5.60951], [-1.73760, -4.33725, -5.67101], [-2.64565, -4.72978, -6.74575], [-3.87758, -4.74739, -6.07461], [-3.84560, -4.49759, -4.79629], [-4.77761, -4.34912, -4.05677], [-2.46180, -4.47567, -4.42536], [0.04998, -5.30102, -4.64165], [0.27919, -5.24482, -6.41525], [-0.69421, -6.38308, -5.60897], [-1.44900, -3.28716, -5.62508], [-2.32668, -5.72469, -7.05643], [-2.51453, -4.04785, -7.58592], [-0.37202, -6.61903, 10.86722], [-1.33451, -5.71799, 10.15763], [-1.29505, -4.23228, 10.52191], [-1.02448, -3.60305, 9.32740], [-0.97398, -4.49482, 8.30945], [-0.73278, -4.17415, 7.12402], [-1.07723, -5.73660, 8.79322], [0.63484, -6.38221, 10.52338], [-0.65357, -7.67195, 10.85352], [-0.29951, -6.33585, 11.91730], [-2.38600, -5.98984, 10.25019], [-0.35409, -4.10587, 11.05736], [-2.12497, -4.10430, 11.21684], [2.19771, 11.64829, 5.05603], [0.74834, 11.43742, 4.47154], [0.41484, 10.11242, 3.69738], [-0.55369, 9.50280, 4.50669], [-0.92414, 10.30663, 5.51387], [-1.81919, 10.14162, 6.28409], [-0.09427, 11.34822, 5.63516], [2.83943, 12.36508, 4.54366], [2.77884, 10.72686, 5.01937], [2.12994, 11.96328, 6.09732], [0.53776, 12.32497, 3.87487], [1.27687, 9.50292, 3.42623], [-0.27961, 10.22769, 2.86518], [7.67932, -1.68655, -9.88378], [6.48956, -0.76022, -9.76755], [5.14248, -1.24752, -10.18756], [4.44187, -1.21747, -9.00098], [5.16352, -0.68661, -7.96634], [4.71469, -0.45014, -6.82962], [6.45630, -0.44727, -8.41488], [7.86030, -2.16434, -10.84662], [7.55823, -2.55025, -9.22997], [8.60847, -1.13423, -9.74335], [6.62126, 0.10901, -10.41190], [5.17837, -2.21890, -10.68072], [4.59953, -0.77073, -11.00364], [-2.40533, -0.26320, 0.33490], [-1.25754, 0.65423, -0.23904], [-1.45360, 0.93288, -1.71442], [-1.26162, 2.30189, -1.78792], [-1.19655, 2.88755, -0.51868], [-1.16951, 4.06784, -0.27272], [-1.20194, 1.91071, 0.39122], [-3.30127, 0.11058, -0.16076], [-2.58725, -0.16086, 1.40472], [-2.21719, -1.31389, 0.11412], [-0.26453, 0.21060, -0.16672], [-2.49827, 0.81691, -2.00305], [-0.69020, 0.39192, -2.27361], [-2.46061, 2.92910, -8.84004], [-1.61340, 3.83800, -9.77833], [-1.06074, 5.05412, -9.12628], [0.10529, 5.18965, -9.93602], [0.41212, 4.01822, -10.36894], [1.48033, 3.72495, -10.97034], [-0.42901, 3.12747, -10.10757], [-3.22936, 3.50739, -8.32750], [-1.76658, 2.53262, -8.09894], [-2.91702, 2.13938, -9.43681], [-2.23451, 4.30408, -10.54324], [-0.82557, 4.96004, -8.06612], [-1.80674, 5.83165, -9.29069], [-3.97453, 3.24515, 9.80370], [-4.16462, 1.70145, 9.71531], [-5.36783, 1.15758, 10.40633], [-6.20162, 0.58274, 9.40584], [-5.51038, 0.69159, 8.21373], [-5.73582, -0.01156, 7.19423], [-4.36343, 1.44606, 8.35266], [-4.84812, 3.86571, 9.60408], [-3.20453, 3.54057, 9.09102], [-3.62481, 3.40645, 10.82341], [-3.26585, 1.35246, 10.22376], [-5.83006, 1.94258, 11.00483], [-5.16469, 0.28687, 11.02979]],
  "mulliken_charge": [-1.311, 0.392, -0.527, -0.311, 0.649, -0.558, -0.333, 0.377, 0.340, 0.333, 0.324, 0.269, 0.354, -1.463, 0.367, -0.336, -0.322, 0.670, -0.517, -0.381, 0.350, 0.383, 0.390, 0.265, 0.309, 0.286, -1.374, 0.357, -0.444, -0.313, 0.638, -0.582, -0.315, 0.358, 0.319, 0.381, 0.315, 0.324, 0.335, -1.199, 0.423, -0.421, -0.333, 0.652, -0.538, -0.371, 0.332, 0.327, 0.305, 0.275, 0.282, 0.266, -1.387, 0.556, -0.443, -0.321, 0.639, -0.557, -0.323, 0.391, 0.355, 0.330, 0.205, 0.257, 0.298, -1.214, 0.292, -0.397, -0.342, 0.654, -0.535, -0.343, 0.334, 0.337, 0.314, 0.309, 0.307, 0.284, -1.313, 0.347, -0.473, -0.287, 0.686, -0.667, -0.273, 0.382, 0.353, 0.328, 0.292, 0.293, 0.332, -1.420, 0.568, -0.427, -0.319, 0.602, -0.557, -0.338, 0.347, 0.354, 0.401, 0.208, 0.303, 0.279]
}